# 1
C34H57N3O2SSiSn as an isolated structure. Source: OMol25; level of theory: ωB97M-V/def2-TZVPD.

## Properties
- F_max: 5.6 eV Å⁻¹
- Orbital gap (alpha / beta): 4.5 / 4.5 eV
- ΔE to the lowest compared entry with this formula, charge and spin: 3.9598 eV
- Net charge: 0

Structure (XYZ):
```
99
Properties=species:S:1:pos:R:3:lowdin_charge:R:1
O 0.978 -2.259 -0.878 -0.1576
O -1.943 -2.379 -4.892 -0.1753
C 2.293 -2.665 -1.578 -0.1108
C 3.115 -3.512 -0.652 -0.0498
H 2.782 -1.716 -1.809 0.1128
H 1.978 -3.156 -2.502 0.1197
H 3.515 -2.929 0.183 0.0771
H 3.961 -3.898 -1.230 0.0941
H 2.569 -4.375 -0.255 0.0852
C -0.157 -3.241 -0.544 -0.1228
C -0.262 -4.322 -1.578 -0.0654
H -1.056 -2.626 -0.489 0.1151
H 0.103 -3.576 0.461 0.1176
H -0.556 -3.926 -2.558 0.0835
H -1.047 -5.029 -1.285 0.0980
H 0.668 -4.889 -1.670 0.0750
C -2.965 -1.888 -4.027 -0.2858
C -1.206 -1.378 -5.589 -0.2859
C -3.765 -3.068 -3.495 -0.0729
H -3.632 -1.197 -4.574 0.1204
H -2.543 -1.324 -3.169 0.1096
H -4.032 -3.772 -4.292 0.0813
H -4.694 -2.725 -3.033 0.0763
H -3.179 -3.612 -2.746 0.0579
C -0.866 -1.849 -6.996 -0.0812
H -0.262 -1.207 -5.040 0.1103
H -1.744 -0.416 -5.652 0.1171
H -0.254 -2.757 -6.982 0.0741
H -0.306 -1.068 -7.518 0.0739
H -1.768 -2.060 -7.586 0.0783
H 0.788 -1.246 -0.856 0.0266
N 1.703 1.110 2.088 -0.0630
C 1.566 2.395 2.457 -0.3335
C 0.415 3.164 2.228 -0.0668
C -0.921 2.772 2.075 -0.3538
C 2.748 3.031 3.137 -0.0023
H 3.662 2.972 2.527 0.0954
H 2.955 2.562 4.112 0.0936
H 2.528 4.089 3.314 0.0815
C -1.997 3.819 2.143 -0.0128
H -2.491 3.818 3.127 0.0914
H -2.765 3.671 1.369 0.0900
H -1.547 4.807 1.997 0.0802
N -1.320 1.491 1.934 -0.0741
C 2.908 0.365 2.370 -0.2044
C 3.883 0.185 1.363 -0.2192
C 3.838 0.935 0.068 -0.0438
C 4.914 -0.733 1.570 -0.0720
H 5.630 -0.906 0.764 0.1139
C 5.027 -1.403 2.787 -0.0837
H 5.833 -2.121 2.945 0.1020
C 4.103 -1.172 3.801 -0.0434
H 4.178 -1.681 4.765 0.1196
C 3.055 -0.270 3.618 -0.2076
C 2.122 -0.046 4.768 -0.0489
C -2.646 1.054 2.263 -0.2078
C -3.562 0.713 1.248 -0.2182
C -3.235 0.887 -0.201 -0.0605
C -4.812 0.213 1.604 -0.0543
H -5.503 -0.049 0.804 0.1058
C -5.162 0.042 2.941 -0.0793
H -6.139 -0.363 3.201 0.1001
C -4.255 0.382 3.942 -0.0444
H -4.504 0.257 4.996 0.1103
C -2.998 0.889 3.619 -0.2107
C -2.036 1.243 4.710 -0.0352
Sn 0.115 0.266 0.891 1.2058
H 3.875 0.235 -0.781 0.0714
H 4.713 1.598 -0.047 0.0957
H 2.942 1.559 -0.023 0.0475
H 1.362 0.717 4.573 0.0662
H 2.693 0.269 5.657 0.0918
H 1.608 -0.981 5.037 0.0421
H -3.960 0.313 -0.796 0.0792
H -2.237 0.502 -0.455 0.0229
H -3.294 1.932 -0.542 0.0714
H -1.144 0.600 4.720 0.0607
H -2.536 1.099 5.677 0.0816
H -1.713 2.293 4.652 0.0751
H 0.566 4.241 2.334 0.1059
C 0.599 0.560 -1.363 -0.4757
Si 0.387 2.240 -2.203 0.3752
H 1.665 0.319 -1.483 -0.0424
H -0.007 -0.122 -1.981 -0.0084
C 1.486 2.128 -3.723 -0.2035
C 0.925 3.705 -1.184 -0.1756
C -1.373 2.450 -2.801 -0.1810
H -1.778 1.499 -3.174 0.0222
H -1.384 3.166 -3.634 0.0340
H -2.041 2.837 -2.022 0.0096
H 2.491 1.788 -3.439 0.0214
H 1.571 3.109 -4.207 0.0199
H 1.072 1.411 -4.446 0.0192
H 1.791 3.494 -0.544 0.0193
H 0.126 4.107 -0.549 0.0230
H 1.222 4.508 -1.876 0.0343
S -0.704 -2.549 4.686 0.5652
C -0.464 -1.922 3.256 -0.9834
N -0.260 -1.431 2.168 -0.1310
```

***

# 2
C25H26BrFHgN2OS3 as an isolated structure. Source: OMol25; level of theory: ωB97M-V/def2-TZVPD.

## Properties
- <S²>: 0.77
- F_max: 0.8 eV Å⁻¹
- Orbital gap (alpha / beta): 3.9 / 6.2 eV
- Multiplicity: 2
- ΔE to the lowest compared entry with this formula, charge and spin: 0.0000 eV
- Net charge: -1

Structure (XYZ):
```
60
Properties=species:S:1:pos:R:3:mulliken_spin:R:1
Hg -0.422 0.471 -0.081 0.0076
C 5.212 0.872 -0.237 -0.0012
C 4.110 1.179 0.726 -0.0008
C 4.280 1.126 2.113 0.0003
C 3.201 1.355 2.959 0.0002
C 1.987 1.632 2.361 0.0015
Br 0.457 1.894 3.463 0.0004
N 1.796 1.706 1.061 0.0004
C 2.840 1.481 0.256 0.0024
H 6.179 0.848 0.266 0.0000
H 5.255 1.612 -1.037 0.0000
H 5.043 -0.102 -0.702 0.0005
H 5.246 0.882 2.531 -0.0001
H 3.288 1.296 4.033 0.0000
H 2.623 1.496 -0.804 -0.0011
C -0.425 5.994 0.074 0.0001
S -0.287 4.267 0.605 0.0000
C -1.824 4.192 1.544 0.0003
O -0.537 3.458 -0.610 0.0002
H -1.297 6.086 -0.569 0.0000
H 0.471 6.241 -0.484 0.0000
H -0.510 6.639 0.939 0.0001
H -1.762 4.847 2.404 0.0000
H -1.941 3.163 1.863 0.0000
H -2.652 4.463 0.892 0.0000
S 0.698 0.531 -2.399 0.0082
C 0.824 -1.193 -2.640 0.2199
N -0.373 -1.892 -2.670 0.2086
C -0.404 -3.251 -2.883 0.2752
C 0.753 -3.942 -3.058 -0.1381
C 1.993 -3.283 -3.020 0.4658
C 1.987 -1.888 -2.804 -0.1107
H -1.219 -1.379 -2.440 -0.0355
H -1.381 -3.706 -2.889 0.0108
H 0.698 -5.010 -3.211 -0.0027
H 2.915 -3.824 -3.116 0.0630
H 2.911 -1.332 -2.761 -0.0039
S 0.958 -1.337 1.160 0.0064
C 0.223 -2.864 0.699 0.0006
C 1.018 -4.000 0.565 -0.0055
C 0.464 -5.230 0.272 -0.0007
C -0.903 -5.364 0.091 -0.0123
C -1.704 -4.236 0.198 -0.0017
C -1.150 -3.007 0.494 0.0145
H 2.087 -3.900 0.687 0.0147
H 1.110 -6.092 0.169 0.0006
H -1.336 -6.327 -0.144 0.0005
H -2.773 -4.312 0.044 0.0006
H -1.786 -2.134 0.566 -0.0042
F -6.617 1.416 0.821 -0.0001
C -5.270 1.228 0.644 -0.0010
C -4.603 0.361 1.483 0.0009
C -3.237 0.181 1.291 -0.0052
C -2.530 0.849 0.283 0.0213
C -3.262 1.720 -0.534 -0.0009
C -4.627 1.915 -0.366 0.0010
H -5.144 -0.156 2.263 0.0001
H -2.711 -0.491 1.959 -0.0004
H -2.752 2.264 -1.317 -0.0003
H -5.190 2.586 -1.000 0.0001
```

***

# 3
C21H37HfN3OPS2SbSe5 as an isolated structure. Source: OMol25; level of theory: ωB97M-V/def2-TZVPD.

## Properties
- F_max: 2.0 eV Å⁻¹
- Orbital gap: 7.2 eV
- ΔE to the lowest compared entry with this formula, charge and spin: 0.3662 eV
- Net charge: 0

Structure (XYZ):
```
72
Properties=species:S:1:pos:R:3:lowdin_charge:R:1
Hf -0.628 -0.635 1.075 0.3964
Se -0.456 3.382 2.727 -0.0087
Sb -2.219 2.011 1.836 -0.0884
Se -2.254 -0.354 2.924 0.2102
Se -1.618 1.010 -0.455 0.1915
Se -4.480 2.779 1.735 -0.0725
Se 1.091 -2.676 1.217 0.6896
C -0.336 -3.007 2.219 -0.9684
N -1.311 -3.141 2.829 0.0334
C 2.898 0.688 3.679 -0.2041
S 1.368 -0.277 3.600 0.9002
C 0.548 0.628 4.929 -0.2628
O 0.722 0.238 2.302 -0.8389
H 2.663 1.689 3.331 0.0698
H 3.659 0.225 3.062 0.0409
H 3.229 0.703 4.708 0.0627
H 1.073 0.363 5.841 0.0616
H -0.487 0.306 5.006 0.0040
H 0.592 1.699 4.732 -0.0046
S -2.435 -2.130 -0.172 0.5541
C -3.968 -1.654 0.465 -0.8118
N -4.450 -2.329 1.497 0.0034
C -5.710 -2.024 2.146 -0.1629
C -6.121 -0.592 1.832 -0.1773
C -6.003 -0.332 0.337 -0.1772
N -4.663 -0.681 -0.096 0.0390
H -3.860 -3.040 1.908 0.1143
H -5.568 -2.151 3.220 0.1264
H -6.468 -2.736 1.799 0.1237
H -5.468 0.108 2.363 0.0473
H -7.143 -0.413 2.158 0.1207
H -6.167 0.730 0.140 0.0903
H -6.727 -0.931 -0.230 0.1271
H -4.258 -0.164 -0.866 0.1075
C 3.783 -1.800 -1.040 -0.1018
C 3.347 -0.335 -1.066 -0.6586
C 3.654 0.262 0.312 -0.1224
C 4.171 0.425 -2.106 -0.0745
P 1.440 -0.145 -1.218 1.0769
C 1.389 1.664 -1.564 -0.4263
C 1.363 2.290 -2.806 -0.1061
C 1.262 3.669 -2.889 -0.0760
C 1.189 4.448 -1.747 -0.0713
C 1.230 3.845 -0.501 -0.0895
C 1.315 2.467 -0.422 -0.2023
C 0.888 -1.077 -2.795 -0.6661
C -0.470 -0.536 -3.250 -0.1273
C 1.867 -1.059 -3.968 -0.0846
C 0.662 -2.537 -2.372 -0.1251
H 4.832 -1.859 -0.745 0.0902
H 3.684 -2.283 -2.010 0.0662
H 3.217 -2.379 -0.308 0.0048
H 4.697 0.087 0.573 0.0926
H 3.034 -0.226 1.065 0.0248
H 3.471 1.335 0.333 0.0802
H 5.207 0.464 -1.767 0.0888
H 3.823 1.450 -2.219 0.0748
H 4.163 -0.057 -3.079 0.0662
H 1.406 1.719 -3.720 0.0881
H 1.220 4.131 -3.866 0.1033
H 1.072 5.518 -1.827 0.1042
H 1.144 4.437 0.402 0.0654
H 1.283 2.003 0.562 0.0442
H -0.458 0.538 -3.424 0.0616
H -1.245 -0.762 -2.513 0.0025
H -0.768 -1.034 -4.172 0.0909
H 2.187 -0.060 -4.250 0.0623
H 1.381 -1.501 -4.838 0.0880
H 2.752 -1.652 -3.751 0.0640
H -0.169 -2.607 -1.664 0.0105
H 1.539 -2.987 -1.909 0.0505
H 0.394 -3.145 -3.236 0.0943
```

***

What is the formula in the first record?
C34H57N3O2SSiSn